[1]
A molecular structure, C4H4N2O2 at a distorted geometry. Source: the OMol25 dataset; level of theory: ωB97M-V/def2-TZVPD.

```
12
C4H4N2O2 (ωB97M-V/def2-TZVPD)
C 2.8420 -1.1842 -0.5658
C 1.5978 -1.0437 -0.2900
C -0.2110 0.2540 0.0260
C -1.9683 0.0331 0.8346
H 3.0884 -0.3343 -1.3444
H 3.5055 -1.9327 -0.3357
H 0.9635 -1.7236 0.2978
H -2.4998 -0.4531 1.7472
N -0.8092 -0.7429 0.5670
N -2.1096 1.2195 0.2641
O 0.9930 0.1739 -0.6807
O -0.7665 1.4201 -0.0958
```

## Properties
max |F|	0.107	Eh/bohr
LUMO	0.776	eV
HOMO level	-9.9	eV
Kohn-Sham gap	10.638	eV

[2]
2 unconnected molecules or ions with the total composition C3H10N2S at a distorted geometry. Source: the OMol25 dataset; level of theory: ωB97M-V/def2-TZVPD.

```
16
C3H10N2S (ωB97M-V/def2-TZVPD)
C 0.6377 2.4087 -0.4170
C -0.9307 -1.7748 -0.9162
C 0.9839 1.0166 0.3157
N 0.0408 0.5306 1.1850
N -1.2029 -1.8469 0.4932
S -0.3475 -2.9388 1.2228
H -0.1779 2.1542 -0.9935
H 0.4340 3.2231 0.2524
H 1.5010 2.4410 -1.0437
H -1.5056 -0.8464 -1.3447
H 0.1042 -1.4885 -1.0114
H -1.0992 -2.6827 -1.5674
H 1.0195 0.2687 -0.4967
H 1.9401 1.0940 0.6760
H -0.8099 1.0212 1.1145
H -0.5875 -2.5800 2.5311
```

## Properties
max |F|	0.081	Eh/bohr
LUMO (alpha / beta)	0.009 / 0.033	eV
HOMO level (alpha / beta)	-9.2 / -7.8	eV
Kohn-Sham gap (alpha / beta)	9.177 / 7.875	eV

[3]
2 unconnected molecules or ions with the total composition CH4O4S at a distorted geometry. Source: the OMol25 dataset; level of theory: ωB97M-V/def2-TZVPD.

```
10
CH4O4S (ωB97M-V/def2-TZVPD)
C 0.4256 0.5391 1.6232
O 1.4824 0.2866 -1.8559
O -1.6490 -1.0163 -1.9035
O 0.9492 1.0471 0.4485
O -1.1971 -1.2555 -0.5658
S 0.3803 0.6807 -1.0183
H 0.2393 -0.4473 1.6463
H -0.5649 0.9971 1.8058
H 1.1499 0.7828 2.4087
H -1.2158 -1.6144 -2.5890
```

## Properties
max |F|	0.074	Eh/bohr
LUMO (alpha / beta)	-0.874 / -1.418	eV
HOMO level (alpha / beta)	-10.9 / -8.6	eV
Kohn-Sham gap (alpha / beta)	10.022 / 7.195	eV

[4]
2 unconnected molecules or ions with the total composition C9H11NS2 at a distorted geometry. Source: the OMol25 dataset; level of theory: ωB97M-V/def2-TZVPD.

```
23
C9H11NS2 (ωB97M-V/def2-TZVPD)
C 1.7250 -0.1523 1.2800
C 2.7574 0.7105 1.1577
C 2.2035 -0.3611 -0.9804
C 1.4021 -0.7968 0.0442
C -0.9336 -3.7243 0.2289
C 0.3002 -1.6427 -0.1167
C -0.9749 1.7339 1.0555
C -0.4361 2.7169 0.0945
C -2.5775 0.5206 -1.1071
N -0.1827 -2.7064 0.1212
S 3.3757 0.7792 -0.4487
S -2.0047 0.5493 0.6568
H 1.1934 -0.3392 2.1948
H 3.2067 1.3219 1.9137
H 2.1916 -0.6743 -2.0052
H -0.9015 -4.4917 -0.5206
H -1.5256 -3.8479 1.1149
H -0.2715 3.6670 0.6037
H 0.5481 2.3449 -0.2026
H -1.0249 2.8831 -0.8125
H -2.8692 -0.5016 -1.3108
H -1.7713 0.8250 -1.7644
H -3.4303 1.1858 -1.1968
```

## Properties
max |F|	0.024	Eh/bohr
LUMO	0.627	eV
HOMO level	-7.1	eV
Kohn-Sham gap	7.713	eV

Values for ΔE to the lowest compared entry with this formula, charge and spin, eV, ordered as above
4.627, 4.742, 5.452, 5.720